(1)
This record from OMol25 describes C39H30BrN3OPRuSe2 as an isolated structure. The level of theory is wB97M-V/def2-TZVPD.

```
78
Properties=species:S:1:pos:R:3:lowdin_spin:R:1
Ru 0.822 -0.090 -0.914 0.81
Se 0.615 -0.135 -3.479 -0.01
Se 0.076 -2.365 -3.905 0.00
C 0.669 -3.156 -2.263 0.00
C 0.719 -4.545 -2.274 0.00
C 1.226 -5.200 -1.169 0.00
C 1.708 -4.448 -0.107 0.00
C 1.612 -3.078 -0.181 0.00
N 1.062 -2.420 -1.221 0.04
C -1.145 0.264 -2.807 0.00
C -2.211 0.676 -3.565 0.00
C -3.434 0.823 -2.914 0.00
C -3.511 0.561 -1.559 0.00
C -2.367 0.200 -0.867 0.00
N -1.191 0.039 -1.483 0.00
H 0.391 -5.096 -3.145 0.00
H 1.276 -6.281 -1.152 0.00
H 2.155 -4.913 0.759 0.00
H 1.991 -2.463 0.619 0.00
H -2.096 0.860 -4.623 0.00
H -4.310 1.135 -3.467 0.00
H -4.442 0.661 -1.021 0.00
H -2.390 0.039 0.199 0.00
O -2.174 3.172 -0.483 0.00
N -1.469 2.436 0.456 0.00
C -1.202 3.047 1.530 0.00
C -0.569 2.429 2.699 0.00
C -0.749 3.196 3.858 0.00
C -0.339 2.777 5.106 0.00
C 0.285 1.548 5.217 0.00
C 0.505 0.799 4.075 0.00
C 0.095 1.195 2.798 0.00
P 0.768 -0.011 1.527 0.00
C 0.006 -1.607 2.032 0.00
C 0.366 -2.349 3.162 0.00
C -0.270 -3.545 3.456 0.00
C -1.286 -4.023 2.642 0.00
C -1.662 -3.297 1.524 0.00
C -1.017 -2.108 1.225 0.00
C 2.507 0.029 2.073 0.00
C 3.265 -1.049 2.518 0.00
C 4.574 -0.852 2.940 0.00
C 5.129 0.417 2.933 0.00
C 4.378 1.499 2.488 0.00
C 3.078 1.305 2.057 0.00
H -2.353 4.061 -0.133 0.00
H -1.522 4.082 1.669 0.00
H -1.250 4.152 3.766 0.00
H -0.503 3.402 5.973 0.00
H 0.625 1.180 6.175 0.00
H 1.058 -0.117 4.196 0.00
H 1.142 -2.013 3.832 0.00
H 0.027 -4.100 4.336 0.00
H -1.781 -4.955 2.881 0.00
H -2.454 -3.658 0.880 0.00
H -1.297 -1.581 0.329 0.00
H 2.864 -2.053 2.521 0.00
H 5.156 -1.697 3.284 0.00
H 6.143 0.567 3.278 0.00
H 4.806 2.493 2.482 0.00
H 2.492 2.156 1.725 0.00
Br 3.328 -0.499 -0.977 -0.01
C 3.850 1.339 -1.018 0.00
C 5.156 1.693 -0.902 0.01
C 5.469 3.066 -0.977 0.00
C 4.483 3.990 -1.181 0.01
C 3.128 3.601 -1.321 0.00
C 2.104 4.539 -1.604 0.04
C 0.823 4.122 -1.802 0.00
C 0.482 2.753 -1.688 0.06
C 1.420 1.812 -1.335 0.03
C 2.784 2.231 -1.211 0.01
H 5.933 0.955 -0.757 0.00
H 6.500 3.378 -0.885 0.00
H 4.730 5.041 -1.257 0.00
H 2.363 5.587 -1.689 0.00
H 0.049 4.836 -2.051 0.00
H -0.551 2.489 -1.832 0.00
```

Results
- gap between HOMO and LUMO (spin up / spin down) (eV) = 7.2 / 6.3
- E_HOMO (spin up / spin down) (eV) = -13.03 / -13.12
- net charge = +2
- 2S+1 = 2
- max |F| (eV Å⁻¹) = 0.773
- calculated total energy (eV) = -260039.0095
- LUMO (spin up / spin down) (Ha) = -0.214 / -0.251


(2)
This record from OMol25 describes C5H7NO in the gas phase. The level of theory is wB97M-V/def2-TZVPD.

```
14
Properties=species:S:1:pos:R:3:lowdin_charge:R:1
C -1.497 -0.933 0.036 -0.01
C -0.077 -0.514 -0.303 -0.34
C 0.527 0.831 -0.029 -0.34
N -0.187 1.948 -0.259 0.16
C 1.905 0.742 0.233 -0.04
C 1.970 -0.615 0.440 -0.14
O 0.882 -1.411 0.207 -0.03
H -2.214 -0.253 -0.435 0.08
H -1.693 -1.944 -0.337 0.09
H -1.702 -0.944 1.113 0.09
H 0.340 2.786 -0.062 0.11
H -1.176 1.964 -0.050 0.11
H 0.122 -0.452 -1.372 0.17
H 2.801 -1.205 0.817 0.11
```

Results
- gap between HOMO and LUMO (eV) = 8.2
- SMILES string = C[C@@H]1OC=C=C1N
- E_HOMO (eV) = -7.78
- max |F| (eV Å⁻¹) = 0.983
- calculated total energy (eV) = -8833.0853
- LUMO (Ha) = 0.014


(3)
This record from OMol25 describes a 2-piece molecular cluster, C10H24O3S2Si2 overall. The level of theory is wB97M-V/def2-TZVPD.

```
41
Properties=species:S:1:pos:R:3:lowdin_charge:R:1
O -1.847 -1.223 6.540 0.13
C -2.494 -1.476 5.558 -0.54
O -3.787 -1.892 5.551 0.01
C -4.441 -1.328 4.379 -0.16
C -3.350 -0.481 3.682 -0.63
S -3.406 1.234 4.291 0.79
C -2.147 -1.307 4.091 -0.62
S -0.512 -0.693 3.715 0.81
H -4.708 -2.166 3.750 0.13
H -5.279 -0.768 4.742 0.11
H -3.561 -0.411 2.630 0.10
H -3.137 1.037 5.587 -0.11
H -2.321 -2.266 3.626 0.12
H -0.120 -1.468 2.701 -0.15
O 1.915 1.024 -1.845 -0.27
Si 1.536 1.616 -3.336 0.35
C -0.321 1.635 -3.568 -0.16
C 2.303 0.546 -4.666 -0.16
C 2.184 3.355 -3.513 -0.16
Si 1.722 -0.346 -0.954 0.35
C 2.509 -0.153 0.726 -0.16
C 2.521 -1.799 -1.822 -0.16
C -0.103 -0.706 -0.722 -0.16
H -0.728 0.622 -3.588 0.02
H -0.581 2.122 -4.509 0.03
H -0.808 2.179 -2.756 0.04
H 3.378 0.436 -4.506 0.04
H 2.149 0.994 -5.650 0.03
H 1.859 -0.451 -4.677 0.02
H 3.269 3.388 -3.406 0.03
H 1.747 4.020 -2.767 0.03
H 1.929 3.740 -4.502 0.03
H 3.580 0.038 0.644 0.03
H 2.373 -1.070 1.304 0.03
H 2.055 0.670 1.281 0.03
H 2.010 -2.030 -2.759 0.02
H 2.484 -2.688 -1.189 0.03
H 3.567 -1.587 -2.051 0.04
H -0.583 -0.947 -1.672 0.02
H -0.613 0.157 -0.289 0.04
H -0.241 -1.556 -0.050 0.02
```

Results
- gap between HOMO and LUMO (eV) = 9.9
- SMILES string = C[Si](C)(C)O[Si](C)(C)C.O=C1OC[C@@H](S)[C@H]1S
- E_HOMO (eV) = -9.53
- max |F| (eV Å⁻¹) = 1.618
- calculated total energy (eV) = -54331.7615
- LUMO (Ha) = 0.012


(4)
This record from OMol25 describes C5H8LiO4Pb as an isolated structure. The level of theory is wB97M-V/def2-TZVPD.

```
19
Properties=species:S:1:pos:R:3:lowdin_spin:R:1
C 0.108 -1.374 2.633 0.04
C 0.772 -0.542 1.589 0.24
O 1.835 -0.987 1.080 0.15
Li 2.052 -1.135 -0.779 0.01
H -0.817 -0.873 2.957 0.00
H -0.099 -2.375 2.236 0.01
H 0.805 -1.508 3.475 0.01
H 0.750 0.567 1.608 0.02
H -0.674 -0.028 0.302 0.02
O -1.412 1.914 -0.562 0.01
C 1.438 0.716 -1.661 0.03
C -1.420 0.574 -0.621 0.03
O 1.903 1.827 -1.374 0.04
O 0.211 0.890 -2.340 0.04
C -0.870 0.048 -1.947 0.00
Pb -0.021 3.040 -1.620 0.34
H -2.416 0.129 -0.428 0.00
H -1.625 0.108 -2.739 0.00
H -0.523 -0.991 -1.809 0.00
```

Results
- gap between HOMO and LUMO (spin up / spin down) (eV) = 3.5 / 8.7
- E_HOMO (spin up / spin down) (eV) = -4.12 / -8.92
- 2S+1 = 2
- max |F| (eV Å⁻¹) = 3.067
- calculated total energy (eV) = -18953.8627
- LUMO (spin up / spin down) (Ha) = -0.024 / -0.008


(5)
This record from OMol25 describes a 6-piece molecular cluster, H12O6 overall. The level of theory is wB97M-V/def2-TZVPD.

```
18
Properties=species:S:1:pos:R:3:lowdin_spin:R:1
O -0.627 2.189 1.960 0.46
H -0.433 1.306 1.646 0.00
H 0.027 2.743 1.533 0.00
O 0.172 -0.312 0.953 0.13
H -0.491 -0.990 1.081 0.00
H 0.004 0.025 0.073 0.00
O -2.016 -1.983 0.609 0.00
H -2.435 -2.405 -0.141 0.00
H -2.670 -1.364 0.933 0.00
O 0.469 0.815 -1.562 0.00
H 0.636 1.723 -1.312 0.00
H 1.325 0.475 -1.820 0.00
O 3.004 0.331 1.815 0.39
H 2.108 -0.001 1.880 0.00
H 3.155 0.430 0.875 0.00
O -0.601 -1.352 -2.776 0.00
H -1.320 -1.101 -3.356 0.00
H -0.306 -0.528 -2.389 0.00
```

Results
- gap between HOMO and LUMO (spin up / spin down) (eV) = 10.2 / 2.7
- E_HOMO (spin up / spin down) (eV) = -14.33 / -14.30
- net charge = +1
- 2S+1 = 2
- max |F| (eV Å⁻¹) = 1.947
- calculated total energy (eV) = -12468.6370
- LUMO (spin up / spin down) (Ha) = -0.151 / -0.428


(6)
This record from OMol25 describes a 2-piece molecular cluster, C6H16N2O2Si overall. The level of theory is wB97M-V/def2-TZVPD.

```
27
Properties=species:S:1:pos:R:3:lowdin_charge:R:1
C 0.021 1.973 0.131 -0.71
C 1.077 -0.365 2.224 -0.23
C 0.037 -2.395 -0.002 -0.25
C 2.749 -0.916 -0.472 -0.17
C -2.064 0.704 -0.883 -0.20
C -0.594 1.147 -0.923 -0.29
N -0.125 1.407 -2.227 0.08
N -2.423 0.372 0.506 0.00
O 1.164 2.339 -0.062 0.02
O -0.596 2.084 1.224 0.10
Si 0.981 -0.805 0.426 0.73
H 1.693 0.552 2.160 0.03
H -0.031 0.080 2.450 0.08
H 1.515 -1.174 2.902 0.05
H -0.938 -2.625 0.575 0.04
H -0.406 -2.315 -1.033 0.03
H 0.729 -3.203 0.092 0.00
H 3.065 0.074 -0.512 -0.02
H 3.426 -1.465 0.212 0.04
H 2.589 -1.229 -1.509 0.02
H -2.459 -0.045 -1.537 0.10
H -2.636 1.613 -1.110 0.13
H -0.147 0.590 -2.791 0.07
H 0.733 1.955 -2.242 0.09
H -2.469 -0.625 0.713 0.09
H -3.377 0.612 0.616 0.07
H -1.512 1.660 1.073 0.09
```

Results
- gap between HOMO and LUMO (eV) = 7.3
- E_HOMO (eV) = -6.81
- max |F| (eV Å⁻¹) = 4.248
- calculated total energy (eV) = -21432.4597
- LUMO (Ha) = 0.019


Q: calculated total energy of number 5 (H12O6)?
A: -12468.6370 eV


Q: The lowest calculated total energy belongs to which entry?
A: C39H30BrN3OPRuSe2


Q: What is the calculated total energy in the second record?
A: -8833.0853 eV


Q: What is the calculated total energy in the fourth record?
A: -18953.8627 eV